1.
Molecular formula: C15H28N9Pb
Method: DFT, ωB97M-V with the def2-TZVPD basis set

total charge	+1
LUMO energy	-2.40	eV
HOMO energy	-11.1	eV
relative energy (zero: lowest compared OMol25 entry of this formula, charge and spin)	82.1	kJ/mol
spin multiplicity	1

Each line ends with the Löwdin charge.
Cartesian coordinates (Å):
C  -2.429  2.866  1.061  -0.178
C  2.746  -1.810  -0.602  -0.360
N  1.102  0.791  1.837  -0.166
H  -1.903  -2.370  1.523  0.097
H  0.371  2.483  -0.810  0.096
C  -1.866  -2.880  -1.245  -0.190
H  1.833  2.718  1.501  0.123
N  4.826  -0.106  1.160  0.128
H  -2.900  3.109  -2.087  0.124
H  0.098  -1.737  -2.744  0.106
H  -1.262  -4.546  -0.116  0.118
H  -1.295  -1.312  -3.740  0.127
C  4.455  -0.922  0.427  -0.399
H  2.400  -0.831  2.062  0.096
H  1.003  -2.522  1.154  0.089
C  -3.125  4.033  0.998  -0.081
H  -3.889  4.999  -0.734  0.160
H  -1.023  -3.802  2.010  0.124
C  -1.001  -2.960  1.314  -0.227
H  -2.549  -1.019  -1.753  0.112
H  2.781  0.645  -0.513  0.072
H  0.034  0.673  -3.699  0.131
H  1.530  2.400  -2.133  0.125
Pb  -0.591  -0.185  0.255  1.488
C  1.160  1.868  -1.253  -0.188
C  2.332  1.611  -0.276  -0.158
H  -0.465  -0.951  3.170  0.114
H  -1.259  1.002  -2.540  0.101
N  -3.381  4.228  -0.334  0.066
C  -0.384  0.374  -2.734  -0.188
H  -3.459  4.717  1.758  0.119
C  -0.794  -1.113  -2.789  -0.198
C  -0.974  -3.494  -0.146  -0.170
H  -1.771  -3.520  -2.126  0.125
C  2.126  1.699  1.243  -0.187
C  0.456  -1.434  2.819  -0.208
H  0.059  -3.482  -0.494  0.082
H  0.510  1.349  2.443  0.099
H  1.324  -0.126  -1.736  0.058
H  -2.909  -2.947  -0.930  0.123
H  3.125  2.329  -0.495  0.127
H  1.969  -0.089  3.580  0.133
N  -1.645  -1.461  -1.635  -0.180
N  4.017  -1.860  -0.410  0.086
N  1.586  -1.772  -0.791  0.076
H  -2.060  2.365  1.943  0.084
N  0.173  -2.100  1.547  -0.231
N  0.584  0.564  -1.641  -0.218
H  0.760  -2.130  3.605  0.131
N  -2.253  2.345  -0.202  -0.026
C  1.568  -0.388  2.608  -0.185
C  -2.840  3.193  -1.014  -0.198
H  3.097  1.508  1.707  0.094

***

2.
Molecular formula: C15H29BF6N4O5P2
Method: DFT, ωB97M-V with the def2-TZVPD basis set

total charge	0
LUMO energy	-1.71	eV
HOMO energy	-9.5	eV
spin multiplicity	1

Each line ends with the Löwdin charge.
Cartesian coordinates (Å):
H  -1.209  0.723  -1.574  0.081
H  -1.347  1.370  0.880  0.085
H  -3.711  2.176  -1.581  0.103
P  0.103  1.028  -4.752  0.380
O  2.820  -2.516  -2.731  0.216
H  -2.257  -3.116  -2.609  0.043
N  0.335  0.235  0.463  0.070
C  1.648  0.358  0.153  0.038
H  -0.978  2.844  -1.419  0.067
H  0.113  2.270  0.939  0.121
H  -3.324  1.807  0.077  0.098
F  0.675  0.806  -3.181  -0.244
H  2.531  3.049  2.065  0.104
H  1.260  -0.332  2.899  0.097
H  2.305  1.501  2.605  0.055
F  0.057  2.618  -4.305  -0.208
H  2.354  -0.352  5.241  0.073
F  -1.371  0.963  -3.981  -0.228
C  0.234  -0.198  3.239  -0.219
O  3.590  -0.570  -0.901  0.111
N  -1.750  -0.837  0.473  0.030
C  -0.337  1.118  2.727  -0.144
P  -0.611  -3.510  -1.122  0.907
H  -0.365  -1.034  2.888  0.107
C  0.242  -0.251  4.771  -0.247
C  -2.281  0.605  -1.443  -0.200
H  0.220  0.755  5.179  0.104
H  -2.685  -1.492  -1.342  0.074
H  -0.633  -0.773  5.142  0.107
C  1.479  -0.994  5.282  -0.105
H  -1.735  -4.102  0.580  0.045
N  -1.241  -3.116  -2.651  -0.134
H  -1.741  3.497  0.032  0.056
C  -0.389  -0.849  0.105  -0.225
C  -2.896  1.917  -0.918  -0.223
F  1.045  1.651  -5.941  -0.189
H  -1.374  1.141  3.047  0.122
C  2.357  -2.843  -1.705  -0.537
O  -1.995  -3.647  -0.227  -0.298
H  0.153  1.950  3.222  0.108
H  -2.003  -1.612  1.065  0.114
C  0.223  -1.911  -0.585  -0.147
H  -2.667  0.466  -2.439  0.099
H  2.645  2.274  -1.275  0.126
N  2.731  2.074  1.892  0.223
F  0.986  -0.347  -4.950  -0.198
O  3.125  2.358  -0.439  0.197
H  -2.343  3.930  -1.552  0.073
H  4.159  -0.415  -0.140  0.138
C  1.578  -1.813  -0.917  -0.036
C  -2.650  -0.641  -0.670  -0.182
C  -1.927  3.120  -0.970  -0.090
H  1.682  -1.832  4.622  0.069
H  -0.956  -2.191  -2.967  0.053
B  2.514  1.660  0.550  -0.587
H  1.362  -1.363  6.293  0.070
C  -0.325  1.315  1.192  -0.101
H  2.296  -4.100  -0.287  0.113
C  2.281  -0.664  -0.547  -0.184
O  2.494  -4.079  -1.231  0.118
H  -3.662  -0.526  -0.294  0.127
F  -0.830  0.446  -5.977  -0.195

***

3.
Molecular formula: C15H29BrI2N4O6STb
Method: DFT, ωB97M-V with the def2-TZVPD basis set

total charge	+1
LUMO energy (spin up / spin down)	-4.15 / -4.16	eV
HOMO energy (spin up / spin down)	-12.2 / -12.0	eV
relative energy (zero: lowest compared OMol25 entry of this formula, charge and spin)	0.0	kJ/mol
spin multiplicity	7

Each line ends with the Mulliken spin population.
Cartesian coordinates (Å):
H  -2.901  0.741  2.250  -0.001
C  2.347  1.738  -3.423  0.000
H  -3.138  -0.027  0.217  0.006
S  -0.982  2.217  -0.503  0.034
N  -2.724  -0.745  0.808  0.007
Br  -1.993  -2.369  -6.600  0.000
H  -2.509  -3.806  1.455  0.000
C  -0.616  -2.605  -4.131  -0.001
C  -0.377  -2.251  -2.818  0.000
H  1.616  3.373  -1.569  0.000
H  -3.511  -1.996  -0.645  -0.001
H  -2.481  0.186  -2.359  0.005
H  -2.291  -3.861  -0.275  -0.001
H  1.295  -1.649  2.506  -0.001
H  1.796  4.267  1.940  0.000
C  -2.218  -3.207  0.593  -0.001
N  -0.590  -0.761  2.659  0.005
H  0.371  -2.221  3.900  0.000
H  0.637  -3.800  1.911  0.000
H  1.036  2.785  2.532  0.000
C  -1.605  -1.924  -4.821  0.001
H  -0.197  0.024  3.165  -0.002
H  0.396  -2.769  -2.262  0.000
O  -2.297  1.604  -0.751  -0.001
H  -4.145  -2.301  0.965  0.000
C  3.062  3.103  -0.015  0.000
C  -3.238  -2.058  0.406  0.000
H  2.911  2.461  -4.013  0.000
O  2.837  1.751  -2.065  -0.002
H  -3.990  -0.631  2.512  0.001
H  3.999  2.552  0.118  0.000
H  -0.261  -3.252  0.049  0.005
H  3.236  4.147  0.256  0.000
I  2.655  -2.995  -0.133  0.000
H  -2.109  -0.554  4.147  0.000
H  1.289  1.978  -3.451  0.000
O  -0.037  1.328  -1.321  0.008
O  -0.642  1.801  0.917  0.011
O  2.049  2.551  0.798  0.000
N  -0.808  -2.769  0.751  -0.003
C  1.928  3.189  2.059  0.000
C  -1.970  -0.972  3.150  -0.004
C  -1.985  -0.627  -2.868  0.002
H  -3.062  -0.342  -4.696  0.000
O  -0.786  3.592  -0.799  -0.003
N  -1.047  -1.292  -2.174  -0.001
H  -0.044  -3.394  -4.596  0.000
Tb  -0.467  -0.125  0.116  5.926
C  -2.297  -0.909  -4.184  0.000
H  2.520  0.742  -3.819  0.000
I  2.344  -0.356  -0.935  -0.002
C  -2.983  -0.344  2.202  0.006
H  2.800  2.996  2.687  0.000
C  -0.206  -3.132  2.062  -0.003
H  3.296  3.754  -2.021  0.000
H  -0.939  -3.676  2.655  0.000
C  0.296  -1.921  2.851  0.010
H  -2.158  -2.043  3.224  0.000
C  2.653  3.069  -1.465  -0.001

***

4.
Molecular formula: C15H29CeO
Method: DFT, ωB97M-V with the def2-TZVPD basis set

total charge	+2
LUMO energy (spin up / spin down)	-7.57 / -7.46	eV
HOMO energy (spin up / spin down)	-16.1 / -16.1	eV
relative energy (zero: lowest compared OMol25 entry of this formula, charge and spin)	19.4	kJ/mol
spin multiplicity	2

Each line ends with the Mulliken spin population.
Cartesian coordinates (Å):
H  -2.752  0.505  1.622  0.000
C  -0.801  -2.952  0.411  -0.001
H  -3.886  1.328  -1.341  0.000
C  -1.358  0.386  -3.532  0.001
C  2.089  4.501  0.293  0.000
H  1.367  4.360  1.108  0.000
H  2.506  -0.463  1.598  0.000
H  2.682  1.872  -0.026  0.000
H  2.869  3.518  -1.457  0.000
C  -2.016  0.299  -1.046  -0.011
H  -2.461  2.357  -1.524  0.000
H  -3.452  -1.077  1.316  0.001
H  0.010  -0.894  3.365  0.000
H  0.533  -3.135  -1.998  0.000
H  -1.418  1.473  -3.378  0.000
H  1.092  -1.423  1.247  0.005
H  -2.993  1.843  0.089  0.000
H  0.011  -3.549  -0.016  0.000
H  0.866  -1.653  -2.967  -0.001
H  1.446  -0.058  4.072  0.000
H  1.636  -3.097  3.006  0.000
H  3.105  4.544  0.718  0.000
H  -0.321  -2.842  -3.524  0.000
O  1.806  2.112  -0.391  -0.002
Ce  0.347  0.019  -0.909  1.020
H  -1.642  -3.642  0.617  0.000
C  -1.000  -1.641  -1.887  0.002
C  1.754  -1.103  2.100  -0.003
C  -2.870  1.515  -0.951  0.000
H  3.130  -2.829  2.083  0.000
C  1.965  3.500  -0.839  0.000
H  -0.415  0.123  -4.027  0.000
C  -2.506  -0.522  1.362  -0.002
H  2.910  -2.057  3.695  0.000
H  -0.458  -2.597  1.394  0.001
H  1.083  3.706  -1.450  0.000
C  0.067  -2.354  -2.619  -0.002
C  2.402  -2.345  2.762  0.000
H  -1.923  -0.935  2.184  0.000
H  1.857  5.486  -0.129  0.000
C  -1.199  -1.812  -0.463  -0.002
C  0.914  -0.294  3.119  0.000
H  0.507  0.640  2.729  0.000
C  -1.799  -0.611  0.062  -0.008
H  -2.164  0.129  -4.229  0.000
C  -1.521  -0.331  -2.250  0.005

***

5.
Molecular formula: C15H29CsF2N2O4S2
Method: DFT, ωB97M-V with the def2-TZVPD basis set

total charge	-2
LUMO energy	3.90	eV
HOMO energy	-1.4	eV
relative energy (zero: lowest compared OMol25 entry of this formula, charge and spin)	112.3	kJ/mol
spin multiplicity	1

Each line ends with the Löwdin charge.
Cartesian coordinates (Å):
H  1.454  2.141  -4.524  0.060
C  -0.987  -1.621  -3.056  -0.213
N  -2.351  1.119  -2.724  0.000
C  0.598  0.237  3.876  -0.339
H  -2.464  -1.223  2.045  0.116
N  -0.690  -2.523  -0.757  0.010
C  1.839  0.820  4.501  -0.052
H  2.345  0.090  5.134  0.072
S  -0.666  4.276  -1.476  0.119
C  -0.327  -0.245  -2.989  -0.219
H  -3.509  0.978  2.053  0.072
H  -2.034  -1.539  -2.757  0.103
C  -0.283  -2.641  -2.165  -0.297
C  -1.155  0.901  -3.548  -0.296
H  1.258  -1.797  4.053  0.114
H  2.166  3.628  -5.186  0.063
H  -2.690  2.365  2.801  0.078
H  1.604  1.703  5.096  0.074
H  2.456  2.919  -2.470  0.023
C  2.714  -3.071  1.376  -0.319
C  -1.513  0.567  2.739  -0.276
C  0.472  -1.135  3.706  -0.074
H  0.945  3.720  -3.889  0.031
O  0.713  3.374  0.893  -0.487
C  -0.741  -3.166  2.856  -0.050
H  -1.474  0.667  -4.573  0.103
O  1.408  2.300  -1.162  -0.645
H  0.640  -0.272  -3.504  0.115
H  0.804  -2.534  -2.287  0.106
H  -1.673  -3.424  2.352  0.071
C  1.800  3.154  -4.270  -0.206
H  -0.522  1.796  -3.585  0.068
C  -0.630  -1.679  3.052  -0.291
H  0.088  -3.530  2.242  0.060
F  4.082  -2.966  0.903  -0.242
Cs  1.505  0.116  0.599  1.150
H  -2.779  1.986  -3.030  0.047
O  -0.707  1.728  -0.162  -0.649
H  -2.002  1.346  -1.791  0.024
H  -0.703  -3.687  3.816  0.073
H  2.805  -3.955  2.046  -0.008
H  -0.969  -1.979  -4.092  0.102
H  -0.891  -1.556  -0.522  0.031
F  2.074  -3.732  0.229  -0.255
H  0.043  -2.888  -0.160  0.023
H  -0.117  0.021  -1.951  0.049
C  -2.551  1.489  2.166  -0.043
H  -2.212  1.834  1.185  0.058
O  2.860  3.129  -3.342  -0.156
S  0.242  2.860  -0.405  -0.115
C  -0.400  1.079  3.390  -0.052
H  2.546  1.135  3.727  0.075
H  -0.281  2.154  3.467  0.124
C  -1.611  -0.815  2.580  -0.026
H  -0.530  -3.654  -2.504  0.095

***

6.
Molecular formula: C15H29F7NO5
Method: DFT, ωB97M-V with the def2-TZVPD basis set

total charge	+1
LUMO energy	-3.12	eV
HOMO energy	-10.5	eV
spin multiplicity	1

Each line ends with the Löwdin charge.
Cartesian coordinates (Å):
F  3.683  2.913  1.054  0.191
H  -8.733  0.787  0.690  0.127
O  0.333  -2.901  0.334  -0.190
H  -0.886  -0.579  0.193  0.074
F  1.688  3.557  0.490  0.228
C  -0.804  -3.626  0.786  -0.193
H  -5.750  -1.179  2.362  0.091
H  -0.889  -4.524  0.169  0.129
C  -7.436  -0.887  0.420  -0.205
H  6.453  3.625  -1.938  0.152
H  -7.923  -1.158  -0.522  0.126
C  -1.759  -0.473  0.843  -0.108
O  7.290  1.764  -1.876  -0.089
H  -5.842  -2.794  1.612  0.095
H  5.891  2.562  -0.622  0.127
H  7.840  -0.164  -1.713  0.149
C  -2.074  -2.818  0.658  -0.204
H  -2.614  -0.140  0.244  0.089
C  6.996  0.462  -1.432  -0.161
C  -7.658  0.586  0.679  -0.204
C  2.833  3.091  0.042  -0.540
H  -7.893  -1.476  1.220  0.127
C  2.552  1.722  -0.687  -0.305
O  -6.058  -1.201  0.299  -0.191
C  3.705  0.667  -0.894  -0.393
O  -2.055  -1.682  1.515  -0.206
H  0.462  -1.787  2.090  0.089
H  -5.983  2.636  1.420  0.089
H  -7.212  1.176  -0.128  0.125
H  5.944  -0.453  -3.108  0.151
H  -2.230  -2.511  -0.380  0.133
C  5.755  -0.155  -2.081  -0.028
F  3.097  -0.507  -1.098  0.179
C  -5.497  -1.763  1.474  -0.096
F  3.363  3.973  -0.817  0.176
H  5.455  -1.034  -1.516  0.145
H  -1.551  0.279  1.604  0.092
H  3.942  0.434  -2.870  0.199
H  6.912  0.437  -0.343  0.134
H  -5.492  1.724  2.862  0.090
F  2.052  1.973  -1.925  0.158
F  1.648  1.079  0.061  0.182
N  4.559  0.793  -2.138  0.048
H  -4.417  -1.763  1.353  0.058
C  6.173  2.611  -1.674  -0.151
H  1.658  -3.098  1.920  0.093
H  -2.920  -3.443  0.955  0.124
O  -7.133  0.988  1.934  -0.186
H  -0.666  -3.939  1.824  0.130
C  -5.879  1.633  1.849  -0.114
F  4.492  0.583  0.174  0.191
H  1.790  -1.631  0.926  0.061
H  -5.171  1.058  1.246  0.074
C  5.065  2.141  -2.594  -0.039
H  4.259  2.834  -2.779  0.131
H  5.549  1.931  -3.548  0.157
C  1.091  -2.332  1.382  -0.111

***

What did the third record say?
Molecular formula: C15H29BrI2N4O6STb
Method: DFT, ωB97M-V with the def2-TZVPD basis set

total charge	+1
LUMO energy (spin up / spin down)	-4.15 / -4.16	eV
HOMO energy (spin up / spin down)	-12.2 / -12.0	eV
relative energy (zero: lowest compared OMol25 entry of this formula, charge and spin)	0.0	kJ/mol
spin multiplicity	7

Each line ends with the Mulliken spin population.
Cartesian coordinates (Å):
H  -2.901  0.741  2.250  -0.001
C  2.347  1.738  -3.423  0.000
H  -3.138  -0.027  0.217  0.006
S  -0.982  2.217  -0.503  0.034
N  -2.724  -0.745  0.808  0.007
Br  -1.993  -2.369  -6.600  0.000
H  -2.509  -3.806  1.455  0.000
C  -0.616  -2.605  -4.131  -0.001
C  -0.377  -2.251  -2.818  0.000
H  1.616  3.373  -1.569  0.000
H  -3.511  -1.996  -0.645  -0.001
H  -2.481  0.186  -2.359  0.005
H  -2.291  -3.861  -0.275  -0.001
H  1.295  -1.649  2.506  -0.001
H  1.796  4.267  1.940  0.000
C  -2.218  -3.207  0.593  -0.001
N  -0.590  -0.761  2.659  0.005
H  0.371  -2.221  3.900  0.000
H  0.637  -3.800  1.911  0.000
H  1.036  2.785  2.532  0.000
C  -1.605  -1.924  -4.821  0.001
H  -0.197  0.024  3.165  -0.002
H  0.396  -2.769  -2.262  0.000
O  -2.297  1.604  -0.751  -0.001
H  -4.145  -2.301  0.965  0.000
C  3.062  3.103  -0.015  0.000
C  -3.238  -2.058  0.406  0.000
H  2.911  2.461  -4.013  0.000
O  2.837  1.751  -2.065  -0.002
H  -3.990  -0.631  2.512  0.001
H  3.999  2.552  0.118  0.000
H  -0.261  -3.252  0.049  0.005
H  3.236  4.147  0.256  0.000
I  2.655  -2.995  -0.133  0.000
H  -2.109  -0.554  4.147  0.000
H  1.289  1.978  -3.451  0.000
O  -0.037  1.328  -1.321  0.008
O  -0.642  1.801  0.917  0.011
O  2.049  2.551  0.798  0.000
N  -0.808  -2.769  0.751  -0.003
C  1.928  3.189  2.059  0.000
C  -1.970  -0.972  3.150  -0.004
C  -1.985  -0.627  -2.868  0.002
H  -3.062  -0.342  -4.696  0.000
O  -0.786  3.592  -0.799  -0.003
N  -1.047  -1.292  -2.174  -0.001
H  -0.044  -3.394  -4.596  0.000
Tb  -0.467  -0.125  0.116  5.926
C  -2.297  -0.909  -4.184  0.000
H  2.520  0.742  -3.819  0.000
I  2.344  -0.356  -0.935  -0.002
C  -2.983  -0.344  2.202  0.006
H  2.800  2.996  2.687  0.000
C  -0.206  -3.132  2.062  -0.003
H  3.296  3.754  -2.021  0.000
H  -0.939  -3.676  2.655  0.000
C  0.296  -1.921  2.851  0.010
H  -2.158  -2.043  3.224  0.000
C  2.653  3.069  -1.465  -0.001